Below is a structure of composition C9H30N14O13Pb in a non-equilibrium geometry, with properties calculated with the ωB97M-V functional and the def2-TZVPD basis.

Values from the calculation:
2S+1 = 1
Largest force on an atom = 7.97 eV Å⁻¹
Lowest unoccupied orbital energy = -2.67 eV
HOMO level = -8.385 eV
ΔE to the lowest compared entry with this formula, charge and spin = 112.6 kcal/mol

XYZ file:
```
67
Properties=species:S:1:pos:R:3:forces:R:3
Pb -0.084539 -4.392977 0.656260 -1.7 3.3 1.2
O -3.957369 -2.316567 1.739750 -2.9 1.8 1.6
C -2.853649 -2.924207 1.553030 1.6 -1.4 0.3
O -2.614979 -3.153857 0.355140 2.1 -1.2 -3.2
O -2.143029 -3.274027 2.497860 1.5 -0.5 0.7
H -4.406769 -2.366447 0.892900 -0.7 0.2 -0.2
O -1.597979 -0.613067 -0.704030 0.1 -0.2 -0.2
C -0.338879 -0.818967 -0.292880 -0.5 1.0 1.0
O 0.019391 -1.971457 -0.026230 1.0 -5.3 0.3
O 0.379621 0.107963 -0.027810 1.4 2.8 -0.2
H -1.942849 -1.490897 -0.524890 -1.3 -0.8 -0.1
C 2.055531 4.111963 -0.709060 -0.7 0.3 1.6
O 0.935841 4.536223 -0.829050 -1.3 0.5 -1.1
N 2.344241 2.904173 -0.319380 -1.0 -5.6 1.4
N 3.140971 4.836873 -0.652930 2.8 4.0 -1.2
H 3.217941 2.450073 -0.094520 0.1 0.8 -0.5
H 1.548471 2.344943 -0.047130 -0.1 0.0 -0.2
H 4.066991 4.468803 -0.488240 -0.4 0.0 -0.3
H 3.042141 5.703703 -1.161790 0.5 0.1 0.3
C -6.261969 -1.915447 -1.178760 -1.0 -5.0 1.2
O -6.510009 -2.985107 -0.615200 0.4 0.5 0.6
N -7.136159 -1.123957 -1.667420 -5.5 2.7 -0.7
N -5.142299 -1.523917 -1.661710 6.2 1.3 -0.6
H -6.803689 -0.262527 -2.076690 -1.4 -0.2 -0.2
H -8.075249 -1.495397 -1.682970 -0.1 0.9 -0.1
H -5.219929 -0.558307 -1.947500 1.6 -0.3 -0.1
H -4.260629 -1.909117 -1.354500 -0.1 0.2 0.0
C 1.631331 -2.540477 3.080600 -0.9 5.1 -3.0
O 1.226821 -3.541267 2.577390 -2.0 -5.0 -3.3
N 2.030791 -2.480877 4.262390 1.9 -0.6 7.0
N 1.607731 -1.320037 2.519870 -0.1 0.0 -1.5
H 1.649881 -3.196427 4.864870 0.5 0.0 0.3
H 2.142651 -1.557277 4.655520 0.0 -0.5 0.3
H 1.221041 -1.242607 1.590050 0.1 0.5 -0.2
H 2.051041 -0.540107 2.983860 -0.3 -0.1 -0.5
C -1.629889 2.237043 2.673270 2.6 2.3 -0.3
O -0.926469 3.093943 2.161410 -0.2 1.1 -0.7
N -1.469829 1.012023 2.323590 1.2 -5.1 -2.8
N -2.355519 2.456883 3.718920 -2.9 1.2 3.2
H -0.905049 0.992733 1.486470 0.1 -0.4 0.0
H -1.842119 0.117463 2.608640 -0.5 0.6 0.4
H -2.600769 3.428553 3.844620 -0.1 -0.3 0.4
H -2.910709 1.711523 4.114280 -0.1 0.5 -0.1
C 4.802411 -0.179567 0.937880 4.9 0.3 0.6
O 5.971371 0.084153 1.234430 -0.4 1.0 0.5
N 3.745201 0.530213 1.231980 -1.7 1.6 1.2
N 4.590361 -1.287407 0.295340 -1.9 -2.7 -1.7
H 2.909201 0.431073 0.673980 -0.2 0.3 0.5
H 3.888891 1.122933 2.037060 -0.6 0.5 -0.5
H 5.358421 -1.732907 -0.186020 -0.5 -0.1 0.3
H 3.623921 -1.574177 0.357400 0.4 -0.8 -0.8
C 3.207831 -0.251517 -3.016390 2.2 4.5 -0.4
O 3.184311 0.989433 -3.021580 -0.5 -1.0 -0.5
N 2.484411 -0.998997 -2.297770 -5.9 -2.8 4.6
N 4.129101 -0.955047 -3.603900 3.5 -1.0 -2.9
H 2.632431 -1.955667 -2.009720 0.3 0.4 -0.6
H 1.691841 -0.560357 -1.851080 0.1 0.1 0.2
H 4.758131 -0.393937 -4.160290 0.3 -0.6 0.0
H 4.241501 -1.949447 -3.467350 0.1 0.5 -0.4
C -1.381299 2.054883 -3.110450 -0.7 0.6 -1.5
O -1.060179 2.792193 -3.968080 0.6 3.5 -4.5
N -0.618309 1.867243 -2.131470 4.9 -0.9 5.0
N -2.491459 1.402113 -3.052510 -4.6 -2.8 0.2
H -0.666329 1.124653 -1.448570 0.1 0.8 -0.2
H 0.233601 2.384773 -2.294310 0.3 -0.2 0.8
H -3.142719 1.439763 -3.823580 0.3 -0.3 0.2
H -2.414739 0.616043 -2.422990 -1.0 -0.1 -0.3
```
Forces are in eV/Å.

These are the Löwdin partial charges, in e, on atoms 1 to 4: number 1, Pb, carries 1.7084; number 2, O, carries 0.1734; number 3, C, carries -0.9297; number 4, O, carries -0.1273

Below is a cluster of 6 separate species, C9H31N11O6 in total in a non-equilibrium geometry, with properties calculated with the ωB97M-V functional and the def2-TZVPD basis.

Values from the calculation:
2S+1 = 1
Largest force on an atom = 6.54 eV Å⁻¹
Lowest unoccupied orbital energy = 0.43 eV
HOMO level = -8.094 eV
SMILES string = COC[C@H](C)N.NC(N)=O.NC(N)=O.NC(N)=O.NC(N)=O.NC(N)=O
ΔE to the lowest compared entry with this formula, charge and spin = 66.8 kcal/mol

XYZ file:
```
57
Properties=species:S:1:pos:R:3:forces:R:3
C -13.285170 -22.803910 2.377030 0.9 -1.3 -0.6
O -12.479130 -22.224650 1.325810 -1.4 -0.6 -0.5
C -13.145690 -22.444920 0.030470 -0.1 2.0 -0.3
C -12.093020 -22.682120 -1.125780 -1.5 -1.2 0.7
C -12.633080 -23.192270 -2.473500 -0.4 1.5 -1.0
N -11.199380 -23.676590 -0.644880 1.6 -1.7 0.7
H -14.359860 -22.640100 2.297530 0.1 0.7 0.1
H -12.881940 -22.646920 3.377450 0.0 0.9 -0.2
H -13.173040 -23.883780 2.280110 -0.2 -0.4 -0.1
H -14.024250 -23.085230 0.109400 0.8 -1.4 0.0
H -13.743760 -21.554120 -0.161650 0.4 0.8 -0.3
H -11.457850 -21.813080 -1.297330 -0.7 0.6 0.0
H -13.412810 -22.545940 -2.876450 -0.2 0.3 0.2
H -13.034870 -24.193530 -2.628880 0.2 -0.2 1.0
H -11.861160 -23.090200 -3.236280 0.4 -0.1 0.2
H -11.438830 -24.597640 -0.983170 0.0 -0.1 -0.3
H -11.273930 -23.758730 0.359010 0.4 0.3 0.3
N -9.705480 -18.375920 -6.111590 1.8 1.6 -4.3
C -9.885020 -18.968200 -4.982490 1.2 -1.0 1.8
N -11.002970 -18.652230 -4.419830 -4.2 0.5 2.6
O -9.103330 -19.697660 -4.398100 1.2 -0.2 -0.4
H -8.776210 -18.396050 -6.506760 -0.3 0.0 -0.1
H -10.403890 -17.783310 -6.537190 0.3 -0.2 0.1
H -11.151790 -19.095240 -3.524450 -0.3 0.3 -0.2
H -11.637690 -17.942750 -4.757270 0.2 -0.3 0.2
N -8.633640 -26.343010 -4.749550 0.9 0.6 0.4
C -9.963330 -26.163530 -4.536010 3.0 -2.6 0.3
N -10.228610 -26.251080 -3.233670 -1.2 0.8 4.0
O -10.795090 -26.332520 -5.351100 -3.3 0.6 -3.2
H -8.195980 -26.473390 -5.650420 -0.3 0.6 0.1
H -8.064370 -26.046200 -3.969850 0.5 -0.2 -0.6
H -9.535130 -26.131730 -2.509140 0.2 -0.1 -0.4
H -11.171530 -26.228880 -2.872400 0.1 0.1 -0.7
N -8.290320 -23.699620 -2.138480 1.3 -3.4 2.4
C -8.234720 -23.064520 -3.284680 1.1 -1.3 -0.8
N -8.950070 -22.013420 -3.160070 -2.8 4.2 -0.8
O -7.601780 -23.418500 -4.268990 0.5 0.0 0.1
H -7.828370 -24.597740 -2.146710 -0.2 -0.2 0.5
H -9.103010 -23.567110 -1.553600 0.1 -0.4 0.2
H -8.932150 -21.267670 -3.840980 -0.3 0.0 0.2
H -9.465070 -21.930710 -2.295180 0.2 0.6 -0.5
N -7.429010 -28.071360 -0.288450 -0.3 -3.6 2.2
C -6.928140 -26.961330 -0.741250 -4.6 0.8 -4.6
N -6.094080 -26.385070 0.026650 3.9 2.2 2.6
O -7.444160 -26.482190 -1.766520 0.8 0.6 0.0
H -8.273620 -28.497540 -0.642160 0.5 0.2 -0.1
H -7.049260 -28.335070 0.609520 -0.8 -0.7 -0.1
H -5.617970 -26.979710 0.689840 0.2 0.7 0.1
H -5.765370 -25.455260 -0.191320 0.2 -0.4 0.0
N -6.615740 -23.318730 -6.716680 -0.2 1.0 1.0
C -5.870070 -24.334200 -7.176200 -3.5 -0.9 2.8
N -5.313750 -24.103880 -8.308490 2.9 0.6 -4.4
O -5.973720 -25.403410 -6.582510 1.3 -0.8 -0.2
H -6.805110 -22.414220 -7.124250 0.4 -0.4 0.0
H -6.826570 -23.489450 -5.743790 -0.7 0.6 0.1
H -4.771830 -24.806050 -8.791580 -0.2 0.2 0.2
H -5.225810 -23.140160 -8.597620 0.1 -0.4 -0.1
```
Forces are in eV/Å.

These are the Löwdin partial charges, in e, on atoms 1 to 4: number 1, C, carries -0.1068; number 2, O, carries -0.2049; number 3, C, carries -0.1570; number 4, C, carries -0.4035

Below is a structure of composition C9H31O3P3Tc in a non-equilibrium geometry, with properties calculated with the ωB97M-V functional and the def2-TZVPD basis.

Values from the calculation:
2S+1 = 4
Largest force on an atom = 4.85 eV Å⁻¹
Charge = +2
Lowest unoccupied orbital energy (spin up / spin down) = -6.75 / -8.98 eV
HOMO level (spin up / spin down) = -15.318 / -16.253 eV
ΔE to the lowest compared entry with this formula, charge and spin = 0.0 kcal/mol
Expectation value of S² = 3.768

XYZ file:
```
47
Properties=species:S:1:pos:R:3:forces:R:3
Tc 0.375280 0.566275 0.411058 1.7 0.2 1.7
H 0.370928 2.104627 1.887734 0.6 0.5 -0.5
H 0.889481 2.517968 1.440996 -0.6 -0.6 0.3
P -1.615367 -0.079912 1.244343 -4.1 -1.3 2.3
P 1.337990 0.640797 -1.630636 2.5 0.3 -3.6
C 2.685441 -0.526547 -2.123197 -0.2 -0.2 0.4
H 3.063634 -0.211572 -3.110382 -0.2 0.0 0.4
H 3.498136 -0.507136 -1.386367 -0.2 -0.1 -0.3
H 2.278355 -1.544672 -2.191818 0.3 0.3 0.0
C 0.440786 0.645357 -3.218405 -0.5 0.1 0.5
H -0.351617 1.404438 -3.176379 0.2 -0.2 -0.3
H 1.167036 0.869030 -4.016441 -0.4 -0.1 0.3
H -0.006187 -0.347146 -3.378047 0.1 0.3 -0.1
C 2.289521 2.208277 -1.663025 -0.4 0.2 0.3
H 2.943001 2.261069 -0.780603 -0.1 0.0 -0.3
H 2.892184 2.238432 -2.578416 -0.1 0.1 0.2
H 1.588854 3.052150 -1.636899 0.3 -0.1 -0.1
C -3.104480 -0.481106 0.253256 0.5 0.3 -0.5
H -3.947958 -0.676074 0.938779 0.4 0.2 -0.3
H -3.332194 0.358698 -0.419517 -0.1 -0.3 0.2
H -2.900537 -1.379117 -0.350837 -0.1 0.3 0.2
C -1.695949 -1.504156 2.405902 0.7 -0.3 0.0
H -0.837126 -1.480603 3.089136 -0.3 0.0 -0.1
H -2.640049 -1.460112 2.974786 0.4 0.1 -0.3
H -1.639196 -2.443561 1.840564 -0.1 0.3 0.2
C -2.228389 1.229332 2.368235 0.2 0.5 -0.2
H -2.462147 2.124587 1.778855 0.0 -0.1 0.2
H -3.127800 0.875894 2.892424 0.3 0.1 -0.2
H -1.445378 1.481618 3.096340 -0.3 -0.1 0.0
H -0.504026 1.526309 -0.511353 -0.5 0.3 -0.4
H -0.358894 -0.530824 -0.496474 0.0 -0.1 -0.3
C 0.796054 -4.122882 1.422311 -0.5 -0.8 0.0
O 0.819789 -2.686524 1.546769 1.1 1.6 -0.3
P 2.109510 -1.916097 0.865462 0.8 -1.1 1.2
O 3.342128 -2.472945 1.743751 -0.9 0.4 -0.4
C 3.161043 -2.639050 3.181699 0.3 0.1 0.2
O 2.006868 -0.310428 1.634096 -1.3 -0.9 -0.5
C 3.235431 0.370645 1.983699 0.4 0.2 0.3
H -0.052797 -4.382551 0.769897 0.3 0.0 0.3
H 0.640468 -4.542424 2.432066 0.1 0.2 -0.5
H 1.712280 -4.542252 0.979971 -0.2 0.3 0.2
H 2.319567 -2.053901 3.577591 0.1 -0.2 -0.3
H 3.017352 -3.701557 3.392495 0.1 0.2 0.0
H 4.077152 -2.257907 3.634427 0.0 -0.3 0.0
H 2.951300 1.407172 2.209081 0.2 -0.3 -0.1
H 3.965474 0.343951 1.153104 -0.4 -0.1 0.4
H 3.649649 -0.100906 2.891753 -0.1 0.3 -0.6
```
Forces are in eV/Å.

These are the Löwdin partial charges, in e, on atoms 1 to 4: number 1, Tc, carries 0.6810; number 2, H, carries 0.0693; number 3, H, carries 0.1234; number 4, P, carries 0.6599

> Which of these has the lowest largest force on an atom?

C9H31O3P3Tc

> 2S+1 of number 2 (C9H31N11O6)?

1

> Which formula does entry 3 have?

C9H31O3P3Tc

> The highest ΔE to the lowest compared entry with this formula, charge and spin belongs to which entry?

C9H30N14O13Pb